This record from the OMol25 dataset describes a molecular structure, C4H8N2 in a non-equilibrium geometry. The level of theory is the ωB97M-V functional and the def2-TZVPD basis.

XYZ file:
```
14
Properties=species:S:1:pos:R:3:forces:R:3:mulliken_charge:R:1
C -1.4293 0.0122 1.1923 -0.404 -0.257 -0.037 -1.2165
N 1.7770 -0.7432 -0.5014 0.615 0.402 -0.530 -0.6497
C 0.0474 0.8531 -1.4003 -0.577 -0.608 0.173 -0.1651
C 0.8116 0.3249 -0.2411 -1.076 -2.517 0.950 0.1177
C -0.6887 -0.4604 -0.0398 2.297 1.527 0.956 0.0847
N -1.0615 0.2118 -1.2641 -0.227 1.334 -1.605 -0.6007
H 1.9402 -1.3443 0.3014 -0.248 0.311 -0.024 0.2139
H 2.6866 -0.3920 -0.7916 -0.153 -0.004 0.045 0.2258
H 0.3426 1.6339 -2.1071 -0.441 -0.359 -0.167 0.3497
H 1.1483 1.0900 0.4657 -0.227 -0.138 0.328 0.3219
H -0.7012 -1.5525 -0.1416 0.345 0.252 0.055 0.3967
H -1.4423 1.1029 1.2616 0.016 -0.102 -0.070 0.2899
H -2.4645 -0.3470 1.1680 0.067 0.133 0.029 0.3391
H -0.9661 -0.3896 2.0979 0.012 0.026 -0.103 0.2927
```
Forces are in eV/Å.

total energy	-266.65174	Ha
gap between HOMO and LUMO	9.931	eV
2S+1	1
ΔE to the lowest compared entry with this formula, charge and spin	184.5	kJ/mol
largest force on an atom	2.919	eV/Å